1) Density functional theory data (ωB97M-V/def2-TZVPD) for a 3-piece molecular cluster, C5H15NO2 overall.

**HOMO energy**: -10.2 eV
**HOMO-LUMO gap**: 11.114 eV
**SMILES**: C=NCCCC.O.O

Geometry as ORCA input:
```
! wB97M-V def2-TZVPD RIJCOSX def2/J DEFGRID3
* xyz 0 1
C -1.210 1.339 -1.160
N -0.240 0.574 -0.901
C 1.105 1.095 -0.924
C 1.695 1.063 0.480
C 1.796 -0.290 1.135
C 2.592 -1.325 0.368
H -2.258 1.128 -0.996
H -1.009 2.407 -1.474
H 1.711 0.366 -1.492
H 1.203 2.113 -1.294
H 1.254 1.865 1.067
H 2.789 1.495 0.402
H 0.794 -0.655 1.328
H 2.149 -0.307 2.165
H 2.829 -2.244 0.891
H 2.197 -1.605 -0.600
H 3.591 -0.967 0.172
O -1.460 -1.773 -0.052
H -0.941 -0.967 -0.318
H -1.617 -2.306 -0.836
O -3.494 -0.044 0.751
H -3.878 -0.290 1.609
H -2.878 -0.838 0.644
*
```

2) Density functional theory data (ωB97M-V/def2-TZVPD) for a 2-piece molecular cluster, C5H15NO2 overall.

**HOMO energy**: -7.9 eV
**HOMO-LUMO gap**: 8.571 eV
**SMILES**: CC[C@@H](CO)NC.O

Geometry as ORCA input:
```
! wB97M-V def2-TZVPD RIJCOSX def2/J DEFGRID3
* xyz 0 1
C 1.990 0.145 1.542
C 0.722 -0.560 1.048
C 0.392 -0.486 -0.453
C -0.592 -1.628 -0.782
O 0.122 -2.870 -0.938
N -0.230 0.749 -0.859
C 0.560 1.676 -1.632
H 2.090 0.043 2.605
H 2.883 -0.301 1.087
H 2.026 1.196 1.254
H 0.703 -1.591 1.391
H -0.055 0.077 1.484
H 1.301 -0.709 -1.004
H -0.972 -1.354 -1.745
H -1.338 -1.761 0.003
H -0.363 -3.567 -0.496
H -1.025 1.084 -0.345
H 0.005 2.333 -2.309
H 1.316 1.166 -2.222
H 1.075 2.401 -0.976
O -3.311 1.131 0.919
H -3.515 2.053 0.760
H -3.783 0.772 1.668
*
```

3) Density functional theory data (ωB97M-V/def2-TZVPD) for a 3-piece molecular cluster, C5H15NO2 overall.

**HOMO energy**: -7.8 eV
**HOMO-LUMO gap**: 8.363 eV
**SMILES**: C/C=C/NCC.O.O

Geometry as ORCA input:
```
! wB97M-V def2-TZVPD RIJCOSX def2/J DEFGRID3
* xyz 0 1
C -1.531 -1.276 2.335
C -1.159 -0.112 1.424
C -0.640 -0.374 0.230
N -0.415 0.541 -0.812
C 0.398 -0.028 -1.920
C -0.419 -1.069 -2.743
H -1.794 -2.166 1.762
H -0.828 -1.526 3.134
H -2.528 -1.144 2.785
H -1.436 0.848 1.825
H -0.144 -1.323 0.033
H -1.181 1.188 -0.955
H 1.288 -0.444 -1.461
H 0.470 0.806 -2.616
H -0.986 -0.552 -3.520
H -1.163 -1.632 -2.173
H 0.251 -1.827 -3.154
O 2.736 0.022 1.227
H 2.302 0.697 0.718
H 2.385 0.180 2.104
O 1.712 2.868 0.906
H 1.698 2.811 -0.059
H 0.984 3.511 0.928
*
```

Consider the structures shown above. The most stable of them is 1).